# 1
C8H18Si | ωB97M-V with the def2-TZVPD basis set

Geometry as ORCA input:
```
! wB97M-V def2-TZVPD RIJCOSX def2/J DEFGRID3
* xyz 0 1
C -1.019 -1.400 2.207
C 0.231 -0.813 1.962
C 2.429 -1.677 -0.560
C 1.789 1.090 1.175
C 0.205 1.077 -2.095
C -1.679 -1.053 -1.199
C -1.932 1.783 -0.256
C 0.525 0.174 1.037
Si -0.631 0.414 -0.527
H -1.088 -2.122 2.884
H -1.948 -1.024 1.807
H 0.866 -0.937 2.820
H 3.224 -1.580 -1.199
H 1.445 -2.037 -0.838
H 2.325 -1.587 0.514
H 2.189 1.370 0.285
H 1.397 1.962 1.768
H 2.525 0.595 1.784
H -0.412 0.856 -2.932
H 0.322 2.158 -1.999
H 1.176 0.601 -2.220
H -1.415 -1.842 -0.540
H -2.704 -1.062 -1.091
H -1.343 -1.275 -2.205
H -2.652 1.586 0.551
H -1.374 2.708 0.071
H -2.453 2.037 -1.201
*
```

## Properties
**Highest occupied orbital energy (alpha / beta)**: -0.3247 / -0.2796 Ha
**E_LUMO (alpha / beta)**: -0.34 / 0.01 eV


# 2
C35H28N6O10S3Sn | ωB97M-V with the def2-TZVPD basis set

Geometry as ORCA input:
```
! wB97M-V def2-TZVPD RIJCOSX def2/J DEFGRID3
* xyz -2 1
Sn -0.226 0.899 -0.860
O 0.014 -7.324 -2.376
C -1.145 -6.677 -1.859
C -0.940 -5.188 -1.835
C -2.027 -4.332 -1.911
C -1.802 -2.968 -1.838
N -0.597 -2.425 -1.700
C 0.449 -3.244 -1.613
C 0.316 -4.631 -1.686
C 1.789 -2.618 -1.379
C 2.859 -3.384 -0.943
C 4.020 -2.756 -0.525
C 5.040 -3.548 0.240
O 4.454 -4.091 1.415
C 4.108 -1.384 -0.661
C 3.003 -0.701 -1.142
N 1.870 -1.296 -1.473
H -0.154 -8.271 -2.385
H -1.344 -7.023 -0.837
H -2.026 -6.909 -2.468
H -3.035 -4.711 -2.033
H -2.624 -2.266 -1.897
H 1.173 -5.283 -1.633
H 2.762 -4.448 -0.783
H 5.887 -2.905 0.507
H 5.424 -4.381 -0.358
H 3.638 -3.580 1.603
H 4.982 -0.843 -0.318
H 3.001 0.382 -1.217
O -3.213 3.172 1.332
C -2.742 2.642 0.328
O -1.556 2.165 0.275
C -3.591 2.648 -0.934
C -4.582 3.629 -0.971
C -5.395 3.819 -2.072
C -5.221 3.001 -3.182
C -4.255 2.015 -3.160
C -3.427 1.810 -2.046
S -2.342 0.419 -2.180
H -4.684 4.251 -0.092
H -6.144 4.601 -2.071
H -5.833 3.135 -4.066
H -4.111 1.373 -4.020
N 1.594 5.605 3.545
C 1.160 5.368 2.227
C 2.089 5.233 1.195
C 1.661 5.014 -0.101
C 0.302 4.933 -0.379
C -0.626 5.073 0.639
C -0.196 5.290 1.938
S -0.226 4.626 -2.040
O -1.662 4.702 -2.021
O 0.499 5.534 -2.912
N 0.253 3.129 -2.258
C 1.184 2.782 -3.159
S 2.043 3.839 -4.286
C 2.883 2.456 -4.892
C 2.477 1.345 -4.238
N 1.529 1.523 -3.270
H 2.518 5.243 3.730
H 0.938 5.277 4.239
H 3.149 5.282 1.418
H 2.379 4.887 -0.902
H -1.678 4.964 0.421
H -0.923 5.361 2.738
H 3.605 2.537 -5.685
H 2.840 0.344 -4.422
O 1.985 -2.725 2.114
C 1.015 -1.934 2.155
O 0.631 -1.100 1.320
C 0.168 -2.004 3.436
C -1.124 -1.486 3.446
C -1.905 -1.559 4.588
C -1.361 -2.135 5.723
C -0.073 -2.641 5.752
C 0.683 -2.580 4.594
N -2.180 -2.215 6.945
O -1.660 -2.671 7.954
O -3.335 -1.826 6.890
H -1.493 -1.010 2.548
H -2.912 -1.168 4.612
H 0.311 -3.076 6.664
H 1.684 -2.988 4.557
*
```

## Properties
**Highest occupied orbital energy**: -0.1025 Ha
**E_LUMO**: 3.49 eV


# 3
C39H56BiBr2O4P3Si | ωB97M-V with the def2-TZVPD basis set

Geometry as ORCA input:
```
! wB97M-V def2-TZVPD RIJCOSX def2/J DEFGRID3
* xyz 0 1
Bi 12.350 9.982 11.783
C 13.149 7.755 7.345
C 13.332 7.512 8.835
C 12.029 6.936 9.505
P 13.796 9.024 9.775
C 15.539 8.652 10.485
C 15.699 7.225 11.030
C 16.713 9.031 9.595
C 14.074 10.393 8.622
C 14.832 10.261 7.483
C 15.057 11.389 6.672
C 14.544 12.648 6.935
C 13.658 12.790 8.039
C 13.350 11.646 8.810
Si 12.083 12.074 10.194
C 10.246 12.419 9.682
C 9.464 12.992 10.737
C 8.126 13.279 10.532
C 7.591 13.153 9.256
C 8.328 12.579 8.210
C 9.686 12.288 8.362
P 10.611 11.637 6.941
C 10.029 12.986 5.719
C 10.235 14.423 6.247
C 10.764 12.796 4.381
C 9.786 10.122 6.518
C 9.137 9.226 7.500
C 9.813 9.649 5.070
C 12.613 13.618 11.229
C 12.017 14.798 10.876
C 12.484 16.016 11.517
C 13.299 15.972 12.634
C 13.752 14.704 13.100
C 13.469 13.551 12.381
P 13.802 11.893 13.010
C 15.714 11.749 12.981
C 16.330 12.282 14.246
C 16.271 12.574 11.794
C 13.173 11.781 14.729
C 13.253 10.242 15.086
C 11.826 12.390 15.035
H 12.547 6.897 7.003
H 14.084 7.887 6.799
H 12.582 8.634 7.083
H 14.001 6.664 8.949
H 11.211 7.631 9.579
H 12.265 6.549 10.527
H 11.615 6.018 9.017
H 15.505 9.310 11.321
H 15.434 6.444 10.255
H 15.084 6.976 11.890
H 16.730 6.909 11.193
H 16.459 8.565 8.592
H 17.559 8.513 9.989
H 16.899 10.103 9.494
H 15.358 9.331 7.289
H 15.620 11.208 5.804
H 14.895 13.542 6.385
H 13.159 13.719 8.345
H 9.909 13.136 11.731
H 7.504 13.749 11.340
H 6.560 13.420 9.039
H 7.816 12.363 7.269
H 8.934 12.881 5.533
H 11.299 14.822 6.390
H 9.625 14.655 7.114
H 9.830 15.176 5.507
H 11.702 13.405 4.395
H 10.044 13.147 3.643
H 10.919 11.758 4.182
H 7.671 8.438 13.183
H 8.722 8.300 7.115
H 8.207 9.793 7.797
H 9.611 8.917 8.426
H 9.595 8.554 5.091
H 10.860 9.712 4.733
H 9.186 10.228 4.446
H 11.233 14.813 10.062
H 12.220 16.971 11.058
H 13.558 16.872 13.168
H 14.280 14.674 14.117
H 15.951 10.711 12.783
H 15.873 13.278 14.528
H 17.423 12.439 14.057
H 16.327 11.536 15.092
H 16.130 13.706 11.996
H 15.881 12.405 10.838
H 17.368 12.346 11.757
H 13.856 12.435 15.334
H 12.311 9.730 14.868
H 13.503 10.038 16.133
H 13.977 9.620 14.526
H 11.074 11.906 14.388
H 11.685 13.436 14.824
H 11.553 12.113 16.046
O 8.395 8.950 13.764
C 9.250 9.497 12.916
O 10.076 10.310 13.305
C 9.100 8.992 11.491
O 8.077 8.347 11.333
O 10.208 9.132 10.791
Br 11.469 2.630 15.839
C 11.520 4.461 14.896
Br 10.626 4.536 13.221
H 12.567 4.698 14.807
H 11.002 5.141 15.568
*
```

## Properties
**Highest occupied orbital energy (alpha / beta)**: -0.1615 / -0.2329 Ha
**E_LUMO (alpha / beta)**: 0.15 / 0.15 eV